A structure of composition C15H17N3OS4Tl, computed with wB97M-V/def2-TZVPD.

The geometry in XYZ format:
```
41
Properties=species:S:1:pos:R:3
Tl 2.345 -0.285 0.755
S 4.865 0.526 4.396
C 4.189 -0.524 3.264
S 2.599 -1.162 3.510
S 5.064 -0.952 1.848
O 1.619 -0.732 -2.789
C 0.959 -1.973 -2.939
C -0.527 -1.899 -2.617
C -0.885 -1.492 -1.164
C -0.540 -2.582 -0.177
C -1.412 -3.662 -0.045
C -1.082 -4.710 0.796
C 0.100 -4.645 1.510
C 0.888 -3.514 1.372
N 0.592 -2.513 0.544
H 1.000 -0.026 -3.000
H 1.458 -2.681 -2.275
H 1.088 -2.318 -3.972
H -0.961 -2.882 -2.821
H -0.986 -1.179 -3.305
H -1.960 -1.303 -1.127
H -0.365 -0.579 -0.873
H -2.336 -3.677 -0.611
H -1.746 -5.560 0.898
H 0.400 -5.445 2.172
H 1.793 -3.379 1.959
N -2.216 5.962 -0.764
C -2.282 5.175 0.343
S -3.504 5.438 1.435
C -1.313 4.086 0.462
C -0.416 3.762 -0.565
C 0.426 2.680 -0.419
N 0.450 1.894 0.652
C -0.383 2.209 1.645
C -1.259 3.275 1.600
H -2.843 6.750 -0.753
H -1.321 6.110 -1.205
H -0.394 4.327 -1.488
H 1.136 2.429 -1.202
H -0.332 1.564 2.516
H -1.910 3.488 2.434
```

Calculated values
- HOMO (eV) = -2.53
- energy above the lowest of the compared OMol25 structures with the same formula, charge and spin (kJ/mol) = 44.4
- HOMO-LUMO gap (eV) = 3.3
- strongest force on any atom (eV/Å) = 1.5
- total energy (Eh) = -2586.59615
- total charge = -1

A structure of composition C15H17NO12P2S2Zn, computed with wB97M-V/def2-TZVPD.

The geometry in XYZ format:
```
50
Properties=species:S:1:pos:R:3
Zn 0.698 -0.741 0.653
O 4.171 0.010 0.151
C 3.473 -0.846 0.697
O 2.479 -0.603 1.481
C 3.775 -2.309 0.445
C 5.029 -2.783 0.809
C 5.392 -4.108 0.614
C 4.477 -4.970 0.021
C 3.227 -4.504 -0.366
C 2.833 -3.169 -0.170
S 1.250 -2.648 -0.760
H 5.736 -2.083 1.244
H 6.374 -4.460 0.913
H 4.738 -6.011 -0.147
H 2.519 -5.174 -0.842
C -4.287 -0.532 1.448
C -2.827 -0.588 1.851
O -2.691 -0.807 3.268
P -1.950 1.023 1.541
O -2.563 1.933 2.708
O -2.541 1.753 0.285
O -0.471 0.864 1.620
P -1.771 -1.759 0.924
O -2.631 -3.102 0.672
O -0.627 -2.011 1.879
O -1.458 -1.055 -0.367
H -4.798 0.302 1.934
H -4.771 -1.467 1.734
H -4.369 -0.406 0.368
H -1.838 -1.269 3.364
H -2.561 1.414 3.531
H -1.999 1.649 -0.523
H -2.110 -3.666 0.071
N 1.239 0.719 -0.971
C 0.404 1.801 -1.367
C 0.600 3.078 -0.849
C -0.239 4.119 -1.218
C -1.303 3.901 -2.091
C -1.520 2.618 -2.581
C -0.675 1.570 -2.217
S -2.363 5.269 -2.571
O -1.423 6.313 -2.954
O -3.154 4.735 -3.670
O -3.129 5.578 -1.373
H 1.351 0.032 -1.707
H 2.166 1.002 -0.658
H 1.418 3.245 -0.157
H -0.080 5.120 -0.831
H -2.354 2.461 -3.256
H -0.850 0.562 -2.581
```

Calculated values
- HOMO (eV) = -2.60
- energy above the lowest of the compared OMol25 structures with the same formula, charge and spin (kJ/mol) = 49.9
- HOMO-LUMO gap (eV) = 7.0
- strongest force on any atom (eV/Å) = 0.3
- total energy (Eh) = -4798.33750
- total charge = -2

A cluster of 2 separate species, C15H17NO5 in total, computed with wB97M-V/def2-TZVPD.

The geometry in XYZ format:
```
38
Properties=species:S:1:pos:R:3
C 4.828 1.217 -0.673
C 4.257 1.489 -2.070
C 2.776 1.888 -2.101
C 1.828 1.171 -1.138
C 0.383 1.645 -1.369
C 1.884 -0.315 -1.209
C 2.406 -1.152 -2.100
C 2.147 -2.541 -1.656
O 2.286 -3.572 -2.222
O 1.630 -2.476 -0.361
C 1.251 -1.171 -0.150
O 0.503 -0.861 0.720
H 5.868 1.531 -0.610
H 4.269 1.736 0.107
H 4.798 0.153 -0.431
H 4.439 0.628 -2.715
H 4.820 2.305 -2.527
H 2.384 1.803 -3.119
H 2.716 2.951 -1.851
H 2.090 1.460 -0.116
H 0.061 1.406 -2.383
H -0.302 1.201 -0.650
H 0.341 2.728 -1.253
H 2.940 -0.921 -3.006
O -7.329 -1.459 2.738
N -6.586 -0.498 2.737
O -6.940 0.650 2.922
C -5.152 -0.741 2.494
C -4.726 -2.034 2.253
C -3.378 -2.253 2.019
C -2.483 -1.191 2.028
C -2.937 0.098 2.276
C -4.282 0.334 2.511
H -5.438 -2.846 2.251
H -3.026 -3.258 1.826
H -1.432 -1.359 1.836
H -2.239 0.924 2.285
H -4.654 1.329 2.705
```

Calculated values
- structure (SMILES) = CCC[C@@H](C)C1=CC(=O)OC1=O.O=[N+]([O-])c1ccccc1
- HOMO (eV) = -9.98
- energy above the lowest of the compared OMol25 structures with the same formula, charge and spin (kJ/mol) = 415.5
- HOMO-LUMO gap (eV) = 9.1
- strongest force on any atom (eV/Å) = 0.5
- total energy (Eh) = -1012.65855
- total charge = 0

The molecule C15H18BrN3O3, computed with wB97M-V/def2-TZVPD.

The geometry in XYZ format:
```
40
Properties=species:S:1:pos:R:3
C 0.924 -1.172 -3.663
C 1.388 -1.310 -2.261
N 0.935 -2.231 -1.433
N 1.581 -2.072 -0.275
C 1.186 -2.832 0.879
C 0.365 -1.971 1.794
C 0.108 -2.004 3.135
C -0.746 -0.911 3.395
C -0.952 -0.281 2.193
C -1.738 0.942 1.964
O -2.239 1.517 2.920
N -1.889 1.406 0.699
C -1.317 0.836 -0.506
C -1.975 1.467 -1.731
O -1.796 2.864 -1.797
C -1.806 3.497 -0.528
C -2.556 2.684 0.519
O -0.270 -0.933 1.222
C 2.448 -1.035 -0.310
C 3.283 -0.619 0.841
C 2.350 -0.528 -1.592
Br 3.310 0.936 -2.297
H 1.718 -1.459 -4.352
H 0.658 -0.136 -3.870
H 0.063 -1.812 -3.827
H 0.591 -3.673 0.507
H 2.061 -3.218 1.410
H 0.479 -2.716 3.843
H -1.160 -0.611 4.335
H -1.487 -0.242 -0.539
H -0.235 1.017 -0.539
H -1.527 1.060 -2.640
H -3.047 1.220 -1.735
H -0.770 3.654 -0.193
H -2.278 4.473 -0.667
H -3.596 2.531 0.207
H -2.559 3.197 1.483
H 3.904 0.226 0.555
H 2.660 -0.327 1.687
H 3.931 -1.435 1.163
```

Calculated values
- structure (SMILES) = Cc1nn(Cc2ccc(C(=O)N3CCOCC3)o2)c(C)c1Br
- HOMO (eV) = -8.87
- energy above the lowest of the compared OMol25 structures with the same formula, charge and spin (kJ/mol) = 9.2
- HOMO-LUMO gap (eV) = 9.4
- strongest force on any atom (eV/Å) = 1.4
- total energy (Eh) = -3546.36974
- total charge = 0

A structure of composition C15H18Cl2N4OPtS2, computed with wB97M-V/def2-TZVPD.

The geometry in XYZ format:
```
43
Properties=species:S:1:pos:R:3
Pt 0.482 0.022 -0.236
S 1.833 0.307 1.558
C 3.452 0.364 0.878
C 4.559 0.402 1.724
C 5.841 0.466 1.206
C 6.028 0.491 -0.172
C 4.933 0.452 -1.018
C 3.639 0.390 -0.502
S 2.267 0.352 -1.599
H 4.404 0.375 2.796
H 6.692 0.487 1.874
H 7.027 0.531 -0.587
H 5.073 0.462 -2.092
C -3.769 -1.379 -3.212
C -2.735 -0.305 -3.553
C -1.665 -0.249 -2.561
N -0.817 -0.214 -1.794
H -4.584 -1.341 -3.933
H -4.181 -1.219 -2.217
H -3.325 -2.372 -3.242
H -3.183 0.688 -3.598
H -2.269 -0.488 -4.522
C -2.477 -3.299 2.869
N -2.161 -1.908 2.562
C -2.445 -0.931 3.450
C -2.138 0.359 3.216
C -1.442 0.650 2.005
N -1.129 -0.311 1.137
C -1.482 -1.630 1.360
O -1.249 -2.517 0.572
N -1.113 1.913 1.709
H -3.472 -3.355 3.308
H -1.744 -3.715 3.561
H -2.448 -3.864 1.944
H -2.945 -1.250 4.356
H -2.380 1.136 3.922
H -1.120 2.592 2.451
H -0.424 2.040 0.972
Cl -0.468 3.745 -1.434
C 0.238 3.132 -2.933
Cl -0.959 3.036 -4.242
H 0.634 2.143 -2.739
H 1.020 3.813 -3.244
```

Calculated values
- HOMO (eV) = -6.60
- energy above the lowest of the compared OMol25 structures with the same formula, charge and spin (kJ/mol) = 0.0
- HOMO-LUMO gap (eV) = 6.8
- strongest force on any atom (eV/Å) = 0.4
- total energy (Eh) = -2712.83584
- total charge = 0

A structure of composition C15H18CrNO3SSe2Te2, computed with wB97M-V/def2-TZVPD.

The geometry in XYZ format:
```
43
Properties=species:S:1:pos:R:3
Cr 0.496 0.983 0.696
C 2.515 3.395 1.967
C 1.164 2.765 1.835
C 0.281 3.165 0.802
C -1.050 2.693 0.767
C -2.027 3.250 -0.227
C -1.439 1.698 1.668
C -0.533 1.194 2.637
C -0.979 0.182 3.647
C 0.731 1.805 2.761
H 2.475 4.225 2.676
H 2.863 3.779 1.009
H 3.236 2.661 2.324
H 0.573 3.969 0.135
H -2.597 4.052 0.243
H -2.728 2.485 -0.558
H -1.520 3.673 -1.093
H -2.460 1.334 1.661
H -0.133 -0.402 4.007
H -1.717 -0.500 3.226
H -1.437 0.683 4.505
H 1.379 1.517 3.579
Se 2.974 -1.244 -1.384
Te 1.975 -3.812 -1.969
Te 2.916 -5.216 0.005
Se 2.282 -0.544 0.695
N 0.089 0.719 -1.411
C -0.336 -0.618 -1.752
C -0.798 -1.458 -0.742
C -0.993 -2.801 -1.010
C -0.766 -3.282 -2.289
C -0.466 -2.423 -3.332
C -0.219 -1.088 -3.057
S -0.558 -5.056 -2.501
O -1.605 -5.545 -3.338
O -0.441 -5.549 -1.159
O 0.776 -5.118 -3.199
H 1.007 0.870 -1.849
H -0.550 1.390 -1.844
H -0.925 -1.069 0.265
H -1.236 -3.511 -0.233
H -0.356 -2.826 -4.328
H 0.139 -0.426 -3.833
```

Calculated values
- HOMO (spin up / spin down) (eV) = -7.19 / -6.81
- HOMO-LUMO gap (spin up / spin down) (eV) = 4.3 / 3.9
- strongest force on any atom (eV/Å) = 4.1
- multiplicity = 2
- total energy (Eh) = -7644.32485
- total charge = 0